C9H36N2O9 | ωB97M-V with the def2-TZVPD basis set

Structure (XYZ):
```
56
Properties=species:S:1:pos:R:3:forces:R:3
N -22.91000 -10.12300 -18.08600 -2.74 -5.35 2.25
C -23.10600 -9.62600 -19.24600 -3.64 -2.89 -6.82
N -22.53500 -8.47200 -19.30500 1.33 3.67 -5.43
O -23.78900 -10.21700 -20.29300 2.83 2.68 5.04
H -23.33500 -11.07600 -18.10400 0.98 0.87 1.11
H -22.08600 -9.87600 -17.61500 0.87 -0.14 0.78
H -22.57200 -8.08800 -20.33400 0.49 -0.07 2.74
H -22.77500 -7.88100 -18.56200 0.11 1.26 0.90
C -20.99400 -10.44000 -21.88500 2.36 1.39 0.48
O -21.82600 -11.52500 -21.78700 -2.29 0.18 -0.74
H -20.37100 -10.50400 -21.02100 1.10 0.02 0.92
H -21.38500 -9.38400 -21.71800 -0.26 -1.40 -1.11
H -20.25900 -10.56400 -22.72000 -0.86 0.61 0.10
H -22.71000 -11.10500 -21.81500 0.12 -0.94 0.41
C -21.36100 -4.36800 -20.14300 -0.35 2.28 -0.99
O -21.50300 -5.47400 -19.38100 -1.59 -0.81 2.38
H -20.98200 -3.40700 -19.73700 -0.02 -0.72 0.68
H -22.27400 -4.11900 -20.65500 -0.88 0.04 0.21
H -20.76600 -4.60500 -20.95200 1.78 -0.26 -1.94
H -20.75500 -6.03800 -19.40800 1.03 -0.57 -0.12
C -24.66000 -5.03000 -18.53100 -0.32 -0.49 1.59
O -25.53200 -4.09600 -19.22600 -0.11 -0.49 1.45
H -25.09800 -5.50800 -17.55900 0.35 0.97 -1.84
H -23.78000 -4.49900 -18.25400 0.72 0.58 0.57
H -24.22500 -5.85000 -19.13500 -1.08 0.64 -0.30
H -25.89200 -3.41800 -18.59500 0.67 -1.17 -0.83
C -23.16000 -5.46900 -24.12800 2.65 0.48 -1.96
O -22.34800 -4.90500 -23.08400 -1.43 -0.08 1.29
H -24.20000 -5.47700 -23.87300 -0.36 -0.05 0.63
H -22.73300 -6.51300 -24.32900 -1.03 1.36 -0.20
H -23.04900 -4.76700 -25.00900 -0.22 -1.23 0.54
H -21.48300 -4.55600 -23.29900 0.15 -0.39 -0.92
C -26.87800 -7.77100 -18.76400 0.78 -1.42 -1.00
O -26.81100 -9.01700 -19.53200 -5.20 2.62 1.28
H -27.86200 -7.36100 -18.73500 -0.86 -0.13 -0.32
H -26.21600 -6.97700 -19.09500 0.15 -0.12 -0.49
H -26.59800 -8.03400 -17.78100 0.30 -0.02 1.46
H -25.96300 -9.21200 -19.71500 4.84 -1.13 -1.05
C -24.97600 -2.64000 -22.02900 -0.96 0.79 1.24
O -25.95400 -3.65700 -21.78100 0.78 -0.18 0.02
H -25.20600 -1.79600 -21.37900 -0.19 0.41 0.22
H -25.01400 -2.16900 -23.02200 0.00 -1.00 -0.01
H -23.97800 -2.89000 -21.69300 0.46 -0.58 -0.56
H -25.82400 -3.97000 -20.83500 -0.16 0.64 -1.45
C -24.07600 -6.98300 -21.50100 -1.34 0.05 0.54
O -22.71800 -7.15100 -21.69000 1.52 -1.42 -0.03
H -24.51000 -7.53600 -20.61100 0.76 0.70 -1.08
H -24.56900 -7.32200 -22.39600 -0.81 -0.11 -0.19
H -24.10800 -5.91100 -21.41400 -1.54 0.59 0.39
H -22.50500 -6.39500 -22.25400 0.97 0.26 0.18
C -19.97000 -7.18700 -23.52700 0.25 -2.47 -0.62
O -19.55900 -5.89500 -23.58500 -0.49 2.49 -1.69
H -19.04500 -7.82400 -23.68700 -1.22 -0.02 0.50
H -20.56000 -7.26500 -24.44400 -0.45 -0.84 0.47
H -20.51700 -7.41300 -22.56900 0.39 -0.19 -1.18
H -19.15600 -5.74200 -22.78200 1.66 1.10 2.50
```
Forces are in eV/Å.

Calculated values
- Total charge: 0
- Kohn-Sham gap: 9.35 eV
- SMILES: NC(N)=O.CO.CO.CO.CO.CO.CO.CO.CO

Mulliken charges in e:
1. N -0.46
2. C 0.63
3. N -0.26
4. O -0.85
5. H 0.35
6. H 0.23
7. H 0.01
8. H 0.28
9. C -0.41
10. O -0.54
11. H 0.35
12. H -0.14
13. H 0.33
14. H 0.39
15. C -0.22
16. O -0.43
17. H 0.32
18. H -0.13
19. H 0.14
20. H 0.29
21. C -0.50
22. O -0.48
23. H 0.29
24. H 0.44
25. H 0.00
26. H 0.25
27. C -0.75
28. O -0.40
29. H 0.25
30. H 0.22
31. H 0.35
32. H 0.24
33. C -0.22
34. O -0.54
35. H 0.37
36. H -0.15
37. H 0.29
38. H 0.24
39. C -0.45
40. O -0.57
41. H 0.32
42. H 0.28
43. H 0.02
44. H 0.40
45. C -0.23
46. O -0.06
47. H -0.52
48. H 0.33
49. H 0.40
50. H 0.31
51. C -0.31
52. O -0.52
53. H 0.34
54. H 0.21
55. H 0.00
56. H 0.29

***

C9H36O9 | ωB97M-V with the def2-TZVPD basis set

Structure (XYZ):
```
54
Properties=species:S:1:pos:R:3:forces:R:3
C 4.28039 0.17120 0.55308 0.23 -0.20 0.02
O 3.16693 0.99267 0.80337 -0.10 0.13 0.01
H 4.20228 -0.80425 1.04833 -0.01 0.04 -0.06
H 4.44342 0.00673 -0.51999 -0.02 -0.03 0.02
H 5.16832 0.66559 0.94595 -0.02 0.07 0.01
H 2.36465 0.48735 0.60338 -0.10 0.03 0.01
C -0.67216 3.92099 2.59752 -0.02 0.08 -0.56
O -1.77692 4.28108 1.76335 0.04 -0.17 0.18
H -0.45070 4.71534 3.31135 0.03 -0.14 0.17
H -0.93259 2.99277 3.10019 -0.09 0.08 0.16
H 0.21830 3.71484 1.99481 0.04 0.09 0.08
H -1.60019 5.14417 1.38061 0.01 -0.02 -0.01
C 2.64632 -0.59445 -3.35034 0.57 -0.30 0.36
O 2.65628 -0.11849 -4.68006 -0.23 0.09 -0.04
H 1.75621 -0.33931 -2.77032 -0.09 0.08 -0.18
H 2.81084 -1.67954 -3.29739 -0.19 0.03 -0.11
H 3.50685 -0.14800 -2.85162 -0.08 0.11 0.01
H 1.83832 -0.37629 -5.11305 0.01 -0.02 -0.01
C -0.73850 1.15373 -2.86513 0.50 0.65 -0.26
O -1.44933 2.37873 -2.64918 -0.14 -0.46 0.06
H 0.00839 1.00559 -2.08200 -0.14 -0.22 0.08
H -1.43382 0.32051 -2.89929 -0.14 0.05 0.14
H -0.19747 1.21384 -3.81779 -0.07 -0.15 0.00
H -0.81193 3.02147 -2.32988 -0.05 0.07 0.00
C 3.36026 -3.19730 -0.67684 -0.67 -0.09 0.04
O 4.19235 -3.62612 0.38772 0.15 -0.04 -0.22
H 3.93404 -3.06327 -1.59180 0.28 0.07 0.16
H 2.57299 -3.92681 -0.90414 0.13 -0.06 0.05
H 2.84216 -2.26689 -0.42403 0.14 0.07 -0.06
H 3.68940 -4.21748 0.95166 -0.01 0.07 0.04
C -2.82460 1.16457 5.06555 -0.23 0.17 0.33
O -2.78222 0.58998 3.76936 0.11 0.16 0.03
H -2.45311 2.19371 5.07684 0.04 -0.03 -0.06
H -3.84440 1.16875 5.46700 0.04 0.00 -0.04
H -2.20716 0.58282 5.74682 0.07 -0.14 -0.18
H -3.13831 1.25332 3.17078 -0.01 -0.11 -0.14
C -4.34151 -0.28593 -0.41180 -0.09 -0.11 -0.12
O -3.86368 -0.25267 -1.75344 -0.06 -0.04 0.16
H -5.29007 0.24574 -0.30057 0.07 0.09 0.00
H -4.53346 -1.32765 -0.15667 0.10 -0.02 -0.05
H -3.60820 0.11160 0.29468 -0.03 0.07 -0.01
H -3.91766 0.65197 -2.07614 0.10 0.04 0.04
C -1.12174 -3.27223 -0.37218 -0.08 -0.27 0.06
O 0.00694 -2.62518 -0.95474 -0.12 -0.04 0.01
H -1.98466 -3.27808 -1.04130 0.03 0.11 -0.02
H -0.89299 -4.30401 -0.08762 0.06 0.06 -0.04
H -1.37872 -2.73110 0.53533 0.02 0.11 -0.04
H 0.28107 -3.10124 -1.74267 -0.03 0.03 -0.03
C -0.48935 0.50514 0.66966 0.37 0.06 0.55
O 0.66224 -0.25621 0.33420 0.08 -0.07 -0.15
H -1.26490 0.42829 -0.09235 0.01 0.19 -0.04
H -0.88717 0.20165 1.64506 -0.11 -0.14 -0.13
H -0.13366 1.52784 0.79958 -0.32 0.13 -0.26
H 0.41226 -1.01949 -0.20385 0.02 -0.15 0.02
```
Forces are in eV/Å.

Calculated values
- Total charge: 0
- Kohn-Sham gap: 9.85 eV
- SMILES: CO.CO.CO.CO.CO.CO.CO.CO.CO

Mulliken charges in e:
1. C -0.43
2. O -0.53
3. H 0.23
4. H 0.09
5. H 0.30
6. H 0.44
7. C -0.42
8. O -0.50
9. H 0.30
10. H 0.10
11. H 0.25
12. H 0.28
13. C 0.15
14. O -0.56
15. H -0.15
16. H 0.19
17. H 0.09
18. H 0.30
19. C -0.34
20. O -0.54
21. H -0.05
22. H 0.27
23. H 0.32
24. H 0.31
25. C -0.21
26. O -0.55
27. H 0.22
28. H 0.31
29. H -0.03
30. H 0.30
31. C -0.59
32. O -0.43
33. H 0.24
34. H 0.25
35. H 0.24
36. H 0.28
37. C -0.43
38. O -0.48
39. H 0.35
40. H 0.23
41. H 0.05
42. H 0.29
43. C -0.65
44. O -0.44
45. H 0.30
46. H 0.30
47. H 0.23
48. H 0.24
49. C -0.34
50. O -0.48
51. H -0.03
52. H 0.52
53. H 0.05
54. H 0.19

***

C9H46NO15 | ωB97M-V with the def2-TZVPD basis set

Structure (XYZ):
```
71
Properties=species:S:1:pos:R:3:forces:R:3
C 20.69550 1.41178 0.53812 0.40 -1.25 0.49
C 22.00719 2.10794 0.14628 0.22 1.03 0.49
C 22.39815 3.10770 1.27179 -0.32 -0.71 1.09
C 23.21317 2.53189 2.40919 0.31 0.28 -0.29
C 24.48208 1.94582 1.86209 -0.64 1.23 0.60
C 24.15640 0.85858 0.88917 -0.66 -2.42 -1.09
N 23.13038 1.18271 -0.11505 -0.28 1.95 -1.61
O 22.87324 0.28193 -1.25800 0.29 0.16 1.90
C 23.63670 -0.41579 1.63425 1.80 -0.52 0.43
C 25.50875 0.54445 0.18390 -0.06 -1.15 0.06
C 21.69018 3.05234 -1.01827 0.03 -0.23 -0.35
H 19.94133 1.99803 1.06313 0.15 0.51 -0.28
H 20.96257 0.62809 1.24706 -0.19 -0.25 0.05
H 20.22968 0.91532 -0.31314 0.10 0.00 -0.07
H 21.50041 3.49777 1.75138 -0.28 0.29 -0.52
H 22.99565 3.94540 0.91214 -0.12 0.01 -0.37
H 22.77482 1.72968 3.00284 -0.59 0.19 -0.10
H 23.45221 3.34325 3.09668 -0.15 -0.06 0.17
H 24.97618 1.63789 2.78358 0.81 -0.73 -0.54
H 25.08316 2.70896 1.36770 0.06 0.16 0.03
H 24.26506 -0.61765 2.50173 0.30 0.11 0.44
H 23.89136 -1.26364 0.99832 -0.76 -0.13 -0.23
H 22.62068 -0.47088 2.02510 -0.11 0.36 -0.66
H 26.32574 0.51786 0.90496 0.11 0.68 0.23
H 25.75263 1.17900 -0.66814 -0.18 0.34 0.32
H 25.59929 -0.46839 -0.20860 -0.66 -0.16 -0.25
H 20.81122 3.64809 -0.77209 -0.14 -0.05 0.10
H 21.45530 2.49954 -1.92786 0.18 0.02 -0.09
H 22.50008 3.76166 -1.18866 0.14 -0.20 -0.26
O 18.67516 -1.44584 -1.43570 -0.66 0.08 -0.13
H 19.53247 -1.78301 -1.17576 0.87 -0.54 0.30
H 18.15961 -1.45364 -0.62923 -0.16 0.12 0.10
O 22.31774 1.39440 -4.48519 -0.01 0.93 -0.43
H 23.06760 0.83020 -4.29646 0.29 -0.98 -0.45
H 21.59865 1.01474 -3.98021 -0.55 -0.42 0.14
O 24.35926 -0.47070 -3.85563 -0.36 -0.52 -0.63
H 24.06967 -0.25612 -2.96888 -0.27 0.10 1.01
H 25.31498 -0.47188 -3.80228 0.51 0.29 -0.02
O 24.40448 2.11184 -2.67263 0.88 1.17 -0.19
H 23.87170 1.90323 -3.44000 -0.41 0.50 -0.08
H 23.89850 1.77885 -1.93146 -0.61 -0.69 0.78
O 25.33260 4.71601 -1.83863 0.25 0.55 0.13
H 25.09775 3.78843 -1.86441 -0.38 -0.65 -0.44
H 25.55119 4.88283 -0.92177 0.06 0.14 0.21
O 20.90075 0.19715 4.14055 -0.29 0.06 0.21
H 21.02307 -0.75209 4.15509 0.00 -0.26 -0.02
H 21.75233 0.54483 3.87566 0.18 0.11 -0.09
O 20.38834 3.43010 -5.31639 -0.47 0.48 -0.07
H 21.01225 3.02209 -4.71598 0.42 -0.20 0.06
H 20.47515 2.93086 -6.12845 0.12 -0.19 -0.06
O 20.49986 -0.23155 -3.11022 0.06 0.48 -0.64
H 19.77476 -0.58356 -2.59392 -0.57 -0.01 0.03
H 21.22747 -0.17003 -2.49133 0.70 0.02 0.63
O 26.76671 1.18980 -3.40417 1.03 -0.58 -0.48
H 27.25471 1.39146 -2.60578 0.13 0.00 0.12
H 25.98123 1.73408 -3.34926 -0.67 0.24 0.36
O 18.47053 2.08969 -1.97714 -0.48 0.35 -0.01
H 19.32242 1.78394 -2.28864 0.30 -0.23 -0.26
H 18.36576 1.67614 -1.12026 0.03 -0.13 0.15
O 24.98812 5.29018 3.93368 0.15 0.21 -0.12
H 25.27516 5.41476 4.83829 0.11 0.07 0.21
H 24.37578 4.55564 3.97520 -0.15 -0.17 -0.03
O 21.36463 -2.05829 -0.82191 -0.87 -1.11 0.32
H 22.09566 -2.67617 -0.82925 0.04 -0.10 -0.11
H 21.77949 -1.19594 -0.80001 1.04 1.46 -0.11
O 26.85191 -2.22686 -1.96304 0.21 -0.03 -0.15
H 26.02625 -1.89838 -1.60721 -0.33 0.20 -0.04
H 27.07384 -2.97249 -1.40535 0.10 -0.18 0.10
O 27.92589 -1.81208 1.83992 0.26 -0.03 0.14
H 27.14638 -1.26753 1.73008 -0.24 0.23 -0.10
H 27.62311 -2.70288 1.66375 -0.05 -0.21 -0.03
```
Forces are in eV/Å.

Calculated values
- Total charge: -1
- Kohn-Sham gap: 6.29 eV

Mulliken charges in e:
1. C -0.90
2. C 1.37
3. C -1.48
4. C 1.44
5. C -1.10
6. C 1.65
7. N 1.53
8. O 0.51
9. C -1.90
10. C -1.76
11. C -1.48
12. H 0.43
13. H 0.13
14. H -0.35
15. H 0.48
16. H 0.32
17. H -0.98
18. H -0.33
19. H 0.34
20. H 0.37
21. H 0.39
22. H 0.35
23. H 0.11
24. H 0.37
25. H -0.01
26. H 0.23
27. H 0.51
28. H -0.15
29. H 0.39
30. O -0.66
31. H 0.36
32. H 0.28
33. O -0.80
34. H 0.25
35. H 0.42
36. O -0.77
37. H 0.10
38. H 0.33
39. O -0.72
40. H 0.34
41. H 0.00
42. O -0.66
43. H 0.29
44. H 0.31
45. O -0.66
46. H 0.29
47. H 0.24
48. O -0.66
49. H 0.40
50. H 0.30
51. O -0.83
52. H 0.46
53. H 0.33
54. O -0.67
55. H 0.28
56. H 0.43
57. O -0.65
58. H 0.35
59. H 0.35
60. O -0.63
61. H 0.27
62. H 0.28
63. O -0.79
64. H 0.28
65. H 0.12
66. O -0.60
67. H 0.30
68. H 0.28
69. O -0.66
70. H 0.37
71. H 0.29

***

So what do the calculations give for highest occupied orbital energy? Going down the list: -9.20 -9.51 -4.31 eV.
So what do the calculations give for lowest unoccupied orbital energy? Going down the list: 0.15 0.34 1.98 eV.
So what do the calculations give for energy relative to the best compared isomer or geometry (same formula, charge and spin)? Going down the list: 3.869 5.012 0.179 eV.